{
  "formula": "C51H53LuN10S2",
  "method": "ωB97M-V/def2-TZVPD",
  "total_charge": 0,
  "relative_energy_ev": 0.450,
  "lumo_energy_ev": [-0.4, -0.5],
  "gap_ev": [6.01, 3.37],
  "elements": ["Lu", "S", "S", "N", "N", "N", "N", "N", "N", "N", "N", "N", "N", "C", "C", "C", "C", "C", "C", "C", "C", "C", "C", "C", "C", "C", "C", "C", "C", "C", "C", "C", "C", "C", "C", "C", "C", "C", "C", "C", "C", "C", "C", "C", "C", "C", "C", "C", "C", "C", "C", "C", "C", "C", "C", "C", "C", "C", "C", "C", "C", "C", "C", "C", "H", "H", "H", "H", "H", "H", "H", "H", "H", "H", "H", "H", "H", "H", "H", "H", "H", "H", "H", "H", "H", "H", "H", "H", "H", "H", "H", "H", "H", "H", "H", "H", "H", "H", "H", "H", "H", "H", "H", "H", "H", "H", "H", "H", "H", "H", "H", "H", "H", "H", "H", "H", "H"],
  "positions_angstrom": [[0.9032, 1.2757, 0.6516], [1.9805, -0.9967, 1.5710], [1.0824, -5.4901, -4.1881], [0.4755, -4.5060, -1.9488], [-0.7049, 2.7273, -0.6792], [1.1615, -2.6234, -0.3462], [0.2725, 1.4574, 2.8469], [2.6461, 2.3351, -0.0883], [-2.5161, 1.6622, 1.5422], [-0.8647, -1.2837, -1.1649], [-0.0024, -0.5985, -0.2153], [-2.3748, -3.0821, -2.6829], [-4.5078, -0.1863, 3.0505], [-2.7843, -4.4286, -0.6916], [3.6506, 5.1167, 2.9819], [2.7897, 5.4778, 1.9747], [5.0320, 3.2199, 4.2422], [-5.6106, -0.4820, 3.7755], [-2.9058, 3.2998, -1.5525], [-1.5294, -2.5157, 0.9112], [1.6769, -6.3082, -2.7802], [-0.1897, -3.1955, -3.8941], [3.1223, 1.0622, -2.1060], [-2.4989, 2.9784, -2.8342], [-3.3748, 0.6399, 0.9890], [4.8918, 1.3579, -0.3707], [-0.8707, 2.0099, 3.3978], [4.2303, 3.3372, -1.7745], [-3.2184, -5.5495, -1.3759], [1.0385, -1.3517, 0.1323], [-0.2588, 2.5496, -1.9522], [1.3996, 1.5023, 3.6349], [-0.7529, 2.8856, 4.4365], [2.9576, 3.2479, 0.8756], [-4.5833, 0.2378, 1.7862], [-6.8534, -0.7612, 3.1979], [0.6023, -2.5965, -4.9665], [-1.5213, -2.2449, -0.5588], [2.6059, -7.2821, -2.6217], [-1.9213, -1.6112, -4.4376], [-2.0434, 2.9527, -0.4896], [1.5100, 2.3336, 4.7129], [-6.9877, -0.3626, 1.8153], [3.0402, -7.5442, -1.3042], [-2.2346, -3.2536, -1.3181], [-1.1050, 2.5963, -3.0277], [2.3311, -7.0674, -0.1797], [2.4641, 4.6033, 0.9261], [-3.2592, -4.0235, -3.2826], [-2.5743, 2.9673, 0.8805], [-2.2867, 1.6349, 2.9868], [0.3219, -4.3168, -3.2399], [3.8934, 2.9625, 1.9252], [-3.4957, -5.2559, -2.7551], [3.6982, 2.0261, -1.0755], [-5.8674, 0.1349, 1.1423], [1.3596, -6.0670, -0.3414], [2.1185, 6.7972, 2.0982], [1.1141, -5.6825, -1.6647], [-1.2175, -1.2251, -5.5679], [-1.4260, -2.5862, -3.5968], [0.4516, 3.0453, 5.1240], [4.1930, 3.7835, 3.0615], [0.0364, -1.6679, -5.8375], [-2.9102, -1.1455, -4.2148], [0.6637, -3.0793, -1.1222], [4.6215, 2.3116, 4.6516], [0.8917, -5.5841, 0.4708], [-2.4973, -2.8393, 1.1670], [4.6178, 0.5059, 0.2705], [3.9818, -8.1111, -1.1000], [3.1669, -7.7188, -3.4295], [3.9433, 0.5830, -2.6574], [4.5952, 4.1344, -1.1167], [-3.6328, -3.7978, -4.2916], [5.2364, 3.9918, 4.9985], [2.4757, 0.2163, -1.5656], [1.3464, 6.9548, 1.2714], [-5.4585, -0.5214, 4.8698], [-3.9477, 3.5816, -1.3429], [3.7022, 5.8323, 3.8003], [2.8151, 7.6536, 2.0974], [4.2979, 1.9357, 1.9450], [-2.9608, 2.3885, 3.4467], [-3.5933, 3.3235, 0.6917], [0.8158, 2.4798, -1.9343], [5.6911, 1.0093, -1.0541], [3.3392, 3.7767, -2.2698], [-7.6761, -1.1491, 3.8161], [-3.8966, -6.0310, -3.4526], [-1.3764, -1.5978, 1.5238], [-0.7274, -3.1960, 1.1993], [2.3749, 2.3761, 5.3581], [2.2259, 0.7833, 3.4521], [-3.7611, 0.9449, -0.0078], [1.5953, 6.7439, 3.0383], [-1.9942, 3.6076, 1.5279], [1.6089, -2.9136, -5.0901], [-2.5529, 0.6098, 3.3081], [6.0567, 3.0338, 3.8520], [-3.0473, 3.1085, -3.7078], [-8.0010, -0.3945, 1.3086], [-0.6763, 2.4924, -4.0441], [2.4176, 1.6355, -2.7242], [1.8484, -3.2603, 0.0890], [0.3829, 3.6848, 5.9716], [-5.9458, 0.4325, 0.0943], [4.9954, 3.1835, -2.5580], [1.7682, 4.9769, 0.2149], [2.7200, -7.3873, 0.8054], [5.4343, 2.0458, 0.4123], [-2.6794, -0.1904, 0.8660], [-1.6771, 3.2752, 4.8922], [-3.5182, -6.4999, -0.9501], [0.5458, -1.1951, -6.6699], [-1.7708, -0.5585, -6.1984], [-2.5844, -4.5140, 0.3316]],
  "atomic_forces_ev_per_a": [[-0.6, 0.6, 1.4], [0.1, 0.4, -1.1], [0.8, -1.4, -1.1], [-2.0, -0.2, -1.6], [-1.8, -0.9, -0.2], [1.4, 0.3, 0.5], [-0.6, -0.5, -1.7], [-0.8, -0.9, -1.6], [0.5, 0.8, -1.0], [-0.2, -0.1, 1.1], [0.2, -0.6, -1.2], [-1.5, -1.6, 0.2], [-0.1, 1.1, 0.4], [1.4, 0.3, -1.2], [0.6, -2.0, 1.2], [0.0, -0.8, -1.2], [0.8, 1.5, -1.6], [0.1, -0.7, -0.6], [-0.1, -1.5, -0.1], [1.1, 1.8, 0.7], [-1.3, 0.7, -0.1], [-0.4, 3.7, -2.3], [-1.3, -1.1, 1.2], [3.9, -0.2, 1.0], [0.3, -0.1, -0.3], [1.9, 0.5, 1.6], [-0.6, 1.0, 0.5], [-1.2, -0.1, -0.6], [-0.3, 1.3, -1.1], [-0.7, -2.6, 1.1], [-0.7, 0.8, 1.5], [1.5, -0.5, 0.6], [-1.5, -0.6, 0.2], [1.7, 3.3, 2.4], [-2.7, -1.7, 0.2], [0.4, 1.3, -1.1], [-1.8, -0.5, 0.8], [0.2, 0.1, -0.2], [2.1, -0.9, 1.4], [-0.4, 0.6, -0.3], [2.0, 0.7, -1.2], [1.7, -1.1, 0.2], [-0.3, -0.4, 0.8], [-0.1, -0.6, 0.0], [-0.6, -0.4, 0.8], [-1.3, 0.7, -0.8], [0.6, 0.6, 0.0], [0.6, -1.3, 0.9], [0.4, -0.8, -0.9], [-0.6, -0.9, 1.0], [0.6, 0.3, -0.5], [1.5, -1.6, 2.7], [-0.3, -0.5, 1.3], [-0.4, -0.5, -0.7], [1.4, 0.5, 0.9], [0.4, 0.2, 0.3], [1.5, -1.7, -1.2], [-1.0, 0.7, -1.4], [0.1, 0.9, 0.8], [-2.1, 0.5, 0.8], [0.4, 0.2, -0.7], [-2.1, 2.0, 0.4], [-0.8, 0.8, -1.5], [1.1, -0.2, 0.4], [0.9, -0.6, -0.2], [0.0, 0.6, 0.6], [-0.2, -0.2, 0.2], [-0.5, 0.5, 0.7], [-1.0, -0.7, 0.6], [-0.3, 0.0, -0.5], [-1.2, 0.2, -0.5], [-0.1, 0.0, -0.3], [-0.5, 0.2, -0.2], [0.0, -0.5, 0.3], [0.6, 0.1, 0.5], [-0.6, -0.3, 0.0], [1.5, 1.6, -1.1], [1.0, -0.1, 1.1], [0.0, -0.4, -0.7], [0.6, 0.0, -0.1], [0.5, -0.3, 0.1], [-0.3, -0.4, 0.0], [-0.4, 0.6, 0.2], [0.2, -0.7, 0.3], [-0.3, 0.3, 1.0], [0.3, -0.2, -0.8], [-0.5, 0.2, 0.0], [0.4, -0.1, 0.0], [0.3, 0.4, -0.5], [-0.1, 0.9, 0.8], [0.2, -0.5, -0.6], [-0.3, -0.2, 0.0], [0.5, -0.4, -0.3], [-0.7, 0.6, -0.2], [0.5, -0.2, 0.5], [-0.4, 0.5, 0.4], [0.0, 0.7, 0.1], [0.6, -0.3, -0.1], [0.3, 0.8, 0.1], [-0.6, -0.3, 0.1], [-1.3, 0.2, -1.1], [1.5, -0.2, 0.6], [-0.5, -0.1, 0.7], [0.4, -0.4, -0.3], [-0.4, 1.1, -0.3], [0.6, 0.3, 0.6], [-0.1, 0.0, 0.3], [-0.3, -0.3, 0.4], [-0.5, 0.0, -0.8], [-0.6, 0.4, -0.6], [-1.0, -0.9, -1.9], [-0.6, -0.6, -0.3], [0.4, 0.0, -0.3], [0.3, 0.3, 0.2], [0.4, -0.5, 0.1], [0.3, 0.5, -0.5], [0.0, -0.1, 1.3]],
  "lowdin_charge": [1.5346, 0.5604, 1.1700, 0.0820, 0.0369, 0.0727, -0.1400, -0.2000, -0.1525, 0.1001, -0.2056, 0.0059, 0.0840, -0.0212, -0.0259, -0.3169, -0.0492, -0.1334, -0.0179, -0.0438, -0.4518, -0.1532, -0.0554, -0.0198, -0.1238, -0.0828, -0.3028, -0.0377, -0.0609, -0.9541, -0.1494, -0.2480, -0.0848, -0.3752, -0.2306, -0.0624, -0.0037, -0.3086, -0.0865, -0.0171, -0.2499, -0.1436, -0.0688, -0.0771, -0.1474, -0.0327, -0.0687, 0.0156, -0.0476, -0.1347, -0.1368, -0.5432, -0.0288, -0.0825, -0.6327, -0.0343, 0.0023, -0.0709, -0.2971, -0.0889, -0.1946, -0.1417, -0.2077, -0.0747, 0.1414, 0.0315, 0.0541, 0.0974, 0.0598, 0.0599, 0.1168, 0.1073, 0.0841, 0.0752, 0.1263, 0.0722, 0.0984, 0.0962, 0.1124, 0.1202, 0.1118, 0.0840, 0.0968, 0.1213, 0.1161, 0.0622, 0.0787, 0.0744, 0.0994, 0.1171, 0.0890, 0.0939, 0.0950, 0.0464, 0.1260, 0.0710, 0.1323, 0.0881, 0.1114, 0.0797, 0.0817, 0.1177, 0.1134, 0.0543, 0.0919, 0.0802, 0.0992, 0.0803, 0.0869, 0.1120, 0.0994, 0.0912, 0.1059, 0.0998, 0.1119, 0.1024, 0.0788]
}